No. 1
Here is 9 unconnected molecules or ions with the total composition C19H58N2O9 at a distorted geometry from the Open Molecules 2025 dataset. Energies are from ωB97M-V/def2-TZVPD.

Structure (ORCA input):
```
! RIJCOSX wB97M-V def2-TZVPD def2/J DEFGRID3
* xyz 0 1
C -2.703 3.566 1.667
C -1.588 3.442 2.693
C -0.252 3.267 2.035
O -1.494 4.654 3.480
H -3.529 4.199 1.994
H -3.118 2.595 1.374
H -2.337 3.991 0.726
H -1.839 2.642 3.398
H 0.071 4.245 1.680
H -0.305 2.547 1.217
H 0.506 2.878 2.718
H -2.357 4.829 3.869
C 5.327 2.862 0.422
C 4.613 1.802 1.247
C 3.394 2.369 1.966
O 4.222 0.717 0.404
H 5.447 3.823 0.926
H 4.770 3.048 -0.498
H 6.328 2.496 0.188
H 5.306 1.399 1.988
H 2.660 2.655 1.206
H 3.680 3.272 2.510
H 2.944 1.664 2.663
H 3.418 1.018 -0.040
C -0.881 1.242 -3.943
C -1.287 2.642 -3.516
C -2.659 3.022 -4.009
O -2.667 3.058 -5.418
C -3.973 2.997 -5.937
N -1.336 2.809 -2.029
H -0.659 1.193 -5.012
H -1.738 0.569 -3.801
H -0.051 0.827 -3.371
H -0.557 3.391 -3.842
H -2.951 3.993 -3.598
H -3.369 2.251 -3.666
H -4.463 2.052 -5.661
H -3.911 3.045 -7.021
H -4.588 3.824 -5.560
H -0.442 2.500 -1.655
H -1.994 2.119 -1.664
C 1.728 -1.439 -0.995
C 0.834 -2.125 0.046
C 0.470 -1.149 1.158
O -0.193 -1.867 2.161
C -0.778 -1.043 3.161
N -0.394 -2.608 -0.595
H 2.120 -2.247 -1.617
H 2.519 -0.837 -0.563
H 1.083 -0.817 -1.625
H 1.476 -2.846 0.576
H -0.127 -0.324 0.744
H 1.402 -0.715 1.558
H -0.005 -0.670 3.852
H -1.440 -1.660 3.764
H -1.258 -0.171 2.715
H -0.754 -3.403 -0.085
H -0.189 -2.813 -1.562
C 2.967 1.458 -2.652
O 2.256 1.841 -1.483
H 3.685 0.667 -2.448
H 2.294 0.967 -3.372
H 3.423 2.321 -3.134
H 1.742 2.644 -1.594
C 0.298 -5.129 2.006
O -0.825 -4.558 2.630
H 0.250 -6.215 2.034
H 0.351 -4.867 0.943
H 1.238 -4.805 2.471
H -0.772 -3.600 2.512
C -0.049 -4.805 6.091
O -0.779 -3.963 6.998
H 0.608 -5.425 6.690
H -0.757 -5.352 5.469
H 0.582 -4.225 5.408
H -1.189 -3.275 6.468
C 0.223 -5.795 -2.270
O 0.514 -6.588 -1.140
H 0.034 -6.409 -3.155
H -0.703 -5.230 -2.124
H 1.000 -5.061 -2.504
H 0.645 -7.493 -1.428
C -2.948 -0.547 -0.932
O -3.485 0.770 -0.864
H -2.402 -0.836 -0.029
H -3.704 -1.323 -1.089
H -2.231 -0.633 -1.748
H -4.398 0.689 -0.578
*
```

Computed properties:
Lowest unoccupied orbital energy   0.47 eV
Maximum force   1.5 eV/A
Relative energy (zero: lowest compared OMol25 entry of this formula, charge and spin)   0.549 eV
E_tot   -1545.2316 Ha
Orbital gap   9.99 eV
SMILES   COC[C@H](C)N.COC[C@H](C)N.CC(C)O.CC(C)O.CO.CO.CO.CO.CO

Results of the Löwdin charge analysis, in e, for atoms 1 through 4: C -0.06; C -0.49; C -0.07; O -0.06

---

No. 2
Here is 10 unconnected molecules or ions with the total composition C19H58O10 at a distorted geometry from the Open Molecules 2025 dataset. Energies are from ωB97M-V/def2-TZVPD.

Structure (ORCA input):
```
! RIJCOSX wB97M-V def2-TZVPD def2/J DEFGRID3
* xyz 0 1
C -5.981 0.915 1.875
C -5.735 1.897 2.929
O -6.189 1.393 4.136
H -7.005 0.550 1.797
H -5.400 -0.006 1.880
H -5.840 1.398 0.908
H -6.187 2.845 2.636
H -4.667 2.101 3.010
H -5.711 1.897 4.799
C -3.379 -4.044 -3.015
C -2.827 -5.220 -2.275
O -1.483 -4.902 -1.970
H -3.305 -3.209 -2.319
H -4.464 -4.065 -3.117
H -2.866 -3.869 -3.960
H -2.793 -6.041 -2.991
H -3.421 -5.568 -1.430
H -1.179 -5.696 -1.524
C 1.300 5.206 5.461
C 0.778 4.077 4.541
O 1.789 3.728 3.544
H 2.253 4.889 5.885
H 0.636 5.516 6.269
H 1.527 6.055 4.816
H -0.110 4.436 4.021
H 0.515 3.196 5.127
H 2.540 3.314 3.976
C -0.066 -6.919 6.925
C 0.111 -6.489 5.452
O -0.608 -5.281 5.210
H 0.546 -6.231 7.508
H 0.356 -7.923 6.975
H -1.119 -6.837 7.195
H -0.167 -7.326 4.811
H 1.164 -6.303 5.243
H -0.578 -4.954 4.308
C 1.453 -1.654 -5.311
C 1.561 -0.672 -4.132
O 1.242 0.650 -4.504
H 1.789 -2.638 -4.984
H 2.093 -1.336 -6.134
H 0.424 -1.718 -5.665
H 2.495 -0.793 -3.583
H 0.874 -1.047 -3.373
H 1.080 1.183 -3.722
C 5.864 2.445 -1.158
C 5.512 3.580 -2.117
O 6.665 4.143 -2.624
H 6.607 1.758 -1.561
H 5.020 1.862 -0.788
H 6.334 2.849 -0.261
H 4.797 4.267 -1.664
H 5.004 3.103 -2.955
H 6.371 4.764 -3.295
C 0.315 5.944 -2.668
C 0.481 5.544 -1.188
O 0.550 4.111 -1.086
H -0.577 5.471 -3.080
H 1.217 5.675 -3.218
H 0.128 7.012 -2.783
H -0.434 5.803 -0.655
H 1.228 6.105 -0.627
H 0.948 3.996 -0.221
C -4.175 1.781 -4.038
C -4.961 2.964 -4.512
O -5.892 3.288 -3.463
H -3.347 1.543 -4.707
H -4.836 0.921 -3.934
H -3.714 1.901 -3.058
H -5.454 2.728 -5.455
H -4.410 3.881 -4.717
H -6.563 2.602 -3.437
C 4.324 -4.417 0.001
C 5.311 -3.708 0.955
O 5.820 -4.638 1.824
H 3.464 -4.793 0.554
H 4.845 -5.266 -0.442
H 4.036 -3.707 -0.775
H 4.901 -2.847 1.484
H 6.129 -3.334 0.340
H 6.601 -4.233 2.209
C -0.599 -0.876 1.042
O -0.664 -2.280 1.356
H -0.872 -0.368 1.967
H 0.454 -0.723 0.803
H -1.241 -0.610 0.203
H -0.633 -2.748 0.519
*
```

Computed properties:
Lowest unoccupied orbital energy   0.15 eV
Maximum force   2.6 eV/A
Relative energy (zero: lowest compared OMol25 entry of this formula, charge and spin)   4.617 eV
E_tot   -1510.9069 Ha
Orbital gap   10.22 eV
SMILES   CCO.CCO.CCO.CCO.CCO.CCO.CCO.CCO.CCO.CO

Results of the Löwdin charge analysis, in e, for atoms 1 through 4: C -0.11; C -0.38; O -0.05; H 0.08

---

No. 3
Here is 11 unconnected molecules or ions with the total composition C19H60N2O11 at a distorted geometry from the Open Molecules 2025 dataset. Energies are from ωB97M-V/def2-TZVPD.

Structure (ORCA input):
```
! RIJCOSX wB97M-V def2-TZVPD def2/J DEFGRID3
* xyz 0 1
C 0.292 -3.775 -0.771
C -0.198 -4.770 -1.807
O -1.561 -4.492 -2.136
H 1.386 -3.940 -0.410
H -0.288 -3.663 0.098
H 0.236 -2.832 -1.170
H -0.033 -5.795 -1.461
H 0.378 -4.635 -2.717
H -1.548 -4.650 -3.074
C 2.119 -0.380 0.621
C 0.695 0.162 0.867
O -0.352 -0.802 0.569
H 2.217 -1.192 1.396
H 2.858 0.366 0.858
H 2.307 -0.796 -0.425
H 0.539 1.063 0.162
H 0.539 0.602 1.871
H -0.270 -1.509 1.201
C -2.552 0.894 2.386
C -3.352 1.210 3.676
O -2.465 1.805 4.645
H -2.203 1.821 1.895
H -3.196 0.316 1.686
H -1.663 0.268 2.562
H -3.668 0.363 4.152
H -4.181 1.912 3.470
H -3.047 2.007 5.398
C 2.885 3.321 -0.002
C 3.361 4.300 -1.089
O 2.314 4.550 -1.985
H 2.801 2.300 -0.404
H 1.894 3.517 0.297
H 3.491 3.177 0.932
H 4.291 4.042 -1.519
H 3.652 5.210 -0.508
H 2.103 3.690 -2.265
C 3.533 0.888 -3.498
C 2.291 1.567 -3.808
O 1.543 1.742 -2.623
H 4.219 1.482 -2.881
H 3.962 0.692 -4.435
H 3.434 -0.002 -2.863
H 1.866 0.981 -4.607
H 2.593 2.579 -4.193
H 0.640 1.525 -2.820
C -0.594 3.984 0.895
C -0.829 4.226 -0.561
O -1.911 3.385 -0.839
H -0.070 3.036 1.163
H -1.559 4.045 1.464
H 0.114 4.693 1.332
H 0.016 3.876 -1.189
H -0.985 5.330 -0.639
H -2.765 3.697 -0.451
C -2.930 -3.408 4.018
C -3.344 -3.693 2.581
O -2.198 -3.356 1.695
H -2.538 -2.406 4.110
H -2.129 -4.157 4.160
H -3.796 -3.622 4.645
H -4.314 -3.265 2.285
H -3.452 -4.767 2.446
H -2.410 -3.233 0.744
C 1.043 -1.944 -3.713
C 1.572 -2.345 -5.119
O 1.463 -3.692 -5.282
H 1.123 -0.906 -3.752
H 1.800 -2.209 -2.942
H -0.014 -2.119 -3.478
H 2.567 -1.886 -5.297
H 0.989 -1.867 -5.898
H 2.030 -3.802 -5.995
C -2.030 0.363 -2.334
O -2.247 -1.033 -2.477
N -1.093 0.839 -1.592
N -2.827 1.310 -2.682
H -0.726 0.126 -0.894
H -0.957 1.868 -1.490
H -3.739 1.012 -3.151
H -2.995 1.951 -1.922
C 1.181 1.526 4.276
O 0.462 2.574 3.648
H 1.529 1.859 5.241
H 2.047 1.044 3.737
H 0.385 0.814 4.470
H -0.458 2.417 3.938
C 0.243 -2.292 3.438
O 0.197 -3.511 2.652
H -0.501 -1.523 3.292
H 1.194 -1.861 3.298
H 0.275 -2.545 4.514
H -0.715 -3.635 2.374
*
```

Computed properties:
Lowest unoccupied orbital energy   0.26 eV
Maximum force   9.7 eV/A
Relative energy (zero: lowest compared OMol25 entry of this formula, charge and spin)   1.457 eV
E_tot   -1696.8165 Ha
Orbital gap   8.85 eV
SMILES   NC(N)=O.CCO.CCO.CCO.CCO.CCO.CCO.CCO.CCO.CO.CO

Results of the Löwdin charge analysis, in e, for atoms 1 through 4: C -0.08; C -0.30; O -0.07; H 0.13

---

No. 4
Here is 11 unconnected molecules or ions with the total composition C19H60O11 at a distorted geometry from the Open Molecules 2025 dataset. Energies are from ωB97M-V/def2-TZVPD.

Structure (ORCA input):
```
! RIJCOSX wB97M-V def2-TZVPD def2/J DEFGRID3
* xyz 0 1
C 4.301 -11.924 -34.161
O 3.212 -11.659 -33.309
H 4.679 -10.975 -34.542
H 5.057 -12.514 -33.643
H 4.032 -12.539 -35.020
H 3.063 -12.443 -32.777
C 6.324 -11.463 -37.475
O 5.272 -10.580 -37.249
H 7.250 -10.941 -37.717
H 6.476 -12.091 -36.598
H 6.116 -12.014 -38.393
H 5.621 -9.869 -36.707
C 5.615 -14.952 -35.852
O 6.956 -14.530 -35.551
H 5.291 -14.586 -36.827
H 5.477 -16.028 -35.749
H 4.941 -14.633 -35.057
H 7.567 -15.180 -35.906
C 1.881 -15.232 -34.218
C 0.676 -14.671 -33.512
O -0.481 -14.959 -34.390
H 1.818 -16.318 -34.286
H 2.788 -14.866 -33.736
H 1.947 -14.823 -35.226
H 0.690 -13.594 -33.345
H 0.571 -15.098 -32.514
H -1.340 -14.653 -34.089
C 0.628 -11.683 -38.335
C 1.858 -11.600 -37.492
O 2.935 -11.910 -38.372
H -0.347 -11.618 -37.852
H 0.675 -12.613 -38.901
H 0.695 -10.858 -39.043
H 1.824 -12.307 -36.663
H 1.966 -10.596 -37.082
H 3.752 -11.515 -38.061
C 6.143 -10.030 -30.436
C 6.461 -11.526 -30.194
O 7.752 -11.651 -29.597
H 5.165 -9.818 -30.867
H 6.833 -9.527 -31.113
H 6.222 -9.453 -29.515
H 6.380 -12.121 -31.104
H 5.764 -11.845 -29.419
H 7.710 -11.224 -28.738
C 8.325 -11.119 -34.023
C 9.029 -12.300 -33.281
O 9.521 -11.951 -32.025
H 7.987 -11.519 -34.979
H 8.916 -10.203 -34.019
H 7.368 -10.930 -33.536
H 9.839 -12.677 -33.906
H 8.370 -13.162 -33.177
H 8.775 -11.794 -31.442
C 3.251 -15.238 -30.347
C 3.581 -13.777 -30.176
O 2.619 -13.132 -30.946
H 3.970 -15.876 -29.834
H 3.173 -15.615 -31.367
H 2.305 -15.389 -29.827
H 4.621 -13.640 -30.470
H 3.455 -13.521 -29.124
H 1.837 -12.919 -30.431
C 6.686 -15.498 -31.985
C 7.723 -16.329 -32.764
O 7.954 -17.614 -32.270
H 7.019 -15.478 -30.948
H 5.666 -15.881 -32.002
H 6.684 -14.500 -32.424
H 8.668 -15.787 -32.814
H 7.326 -16.446 -33.772
H 7.180 -18.177 -32.345
C 8.395 -6.999 -33.887
C 7.072 -7.731 -33.945
O 6.932 -8.419 -35.186
H 8.603 -6.439 -34.799
H 9.207 -7.668 -33.603
H 8.370 -6.325 -33.031
H 6.271 -6.993 -33.939
H 7.006 -8.413 -33.097
H 6.020 -8.715 -35.235
C 2.128 -8.754 -34.914
C 3.550 -8.175 -34.637
O 4.357 -8.343 -35.805
H 1.651 -8.300 -35.782
H 1.451 -8.466 -34.109
H 2.167 -9.819 -35.145
H 3.906 -8.772 -33.798
H 3.661 -7.120 -34.387
H 3.897 -8.025 -36.586
*
```

Computed properties:
Lowest unoccupied orbital energy   0.27 eV
Maximum force   2.1 eV/A
Relative energy (zero: lowest compared OMol25 entry of this formula, charge and spin)   4.302 eV
E_tot   -1587.3589 Ha
Orbital gap   9.86 eV
SMILES   CCO.CCO.CCO.CCO.CCO.CCO.CCO.CCO.CO.CO.CO

Results of the Löwdin charge analysis, in e, for atoms 1 through 4: C -0.15; O -0.12; H 0.07; H 0.07

---

No. 5
Here is 13 unconnected molecules or ions with the total composition C19H64N12O13 at a distorted geometry from the Open Molecules 2025 dataset. Energies are from ωB97M-V/def2-TZVPD.

Structure (ORCA input):
```
! RIJCOSX wB97M-V def2-TZVPD def2/J DEFGRID3
* xyz 0 1
C 2.878 0.618 -4.417
C 2.299 -0.071 -3.151
O 1.367 -1.051 -3.563
H 3.284 1.579 -4.113
H 1.988 0.947 -5.027
H 3.588 0.103 -4.999
H 1.861 0.616 -2.451
H 3.064 -0.545 -2.435
H 1.051 -1.560 -2.815
C 0.355 0.025 0.651
C -0.640 0.061 -0.549
O -0.734 -1.158 -1.259
H 0.329 1.002 1.206
H 1.354 0.018 0.354
H 0.153 -0.639 1.491
H -0.528 0.927 -1.181
H -1.553 0.308 -0.061
H -1.067 -0.969 -2.147
C -3.086 -3.778 0.190
C -2.775 -2.661 1.085
O -2.310 -3.194 2.323
H -3.006 -3.363 -0.825
H -4.153 -4.065 0.122
H -2.372 -4.596 0.157
H -3.664 -2.080 1.357
H -1.951 -1.989 0.727
H -2.671 -2.589 2.948
C -0.120 2.749 -3.462
C -1.651 2.788 -3.356
O -1.818 3.855 -2.428
H 0.320 2.320 -2.585
H 0.402 3.726 -3.580
H 0.215 2.084 -4.232
H -2.088 1.830 -2.985
H -2.061 3.102 -4.307
H -2.715 4.126 -2.174
C 4.168 0.337 0.210
C 5.145 0.879 -0.923
O 6.062 -0.128 -1.129
H 4.806 0.341 1.133
H 3.899 -0.702 0.052
H 3.337 0.964 0.456
H 5.630 1.840 -0.645
H 4.729 1.010 -1.902
H 6.466 0.174 -1.939
C -5.426 -0.847 -0.691
C -4.230 -0.258 -1.435
O -4.130 1.121 -1.295
H -6.313 -0.363 -0.960
H -5.233 -0.741 0.407
H -5.492 -1.897 -0.851
H -4.235 -0.643 -2.421
H -3.263 -0.672 -1.128
H -3.433 1.275 -0.735
C 1.502 3.998 2.118
O 1.469 5.370 1.724
N 0.997 3.514 3.226
N 1.952 3.054 1.380
H 0.830 4.351 3.892
H 0.974 2.503 3.495
H 2.410 3.258 0.476
H 2.048 2.123 1.807
C -1.427 -0.312 -5.108
O -1.799 -0.471 -3.765
N -0.320 -0.786 -5.680
N -2.160 0.030 -6.021
H 0.415 -0.974 -4.988
H -0.042 -0.495 -6.587
H -3.115 0.247 -5.732
H -1.788 0.580 -6.762
C -2.680 -0.220 3.338
O -3.277 0.607 2.385
N -3.318 -1.091 4.067
N -1.458 -0.001 3.784
H -4.299 -1.143 3.901
H -2.814 -1.722 4.706
H -1.052 0.769 3.321
H -0.854 -0.815 4.153
C -1.622 3.029 0.874
O -2.885 2.679 0.345
N -1.454 3.193 2.124
N -0.649 3.305 0.107
H -2.174 2.789 2.845
H -0.513 3.337 2.536
H -0.954 3.521 -0.833
H 0.286 3.281 0.485
C 1.806 -3.157 -0.079
O 2.302 -2.405 -1.081
N 2.451 -3.805 0.900
N 0.526 -3.135 0.241
H 3.458 -3.868 0.613
H 2.072 -4.463 1.623
H 0.067 -2.291 -0.185
H 0.108 -3.606 0.983
C 2.964 -0.212 3.315
O 2.233 0.858 3.014
N 3.823 -0.394 4.296
N 3.008 -1.286 2.596
H 3.948 0.443 4.959
H 3.905 -1.286 4.825
H 2.309 -1.535 1.939
H 3.448 -2.178 2.941
C 0.717 -2.684 4.203
O 0.275 -1.699 5.075
H 1.613 -3.198 4.394
H 0.756 -2.258 3.242
H -0.034 -3.429 3.953
H -0.017 -2.088 5.909
*
```

Computed properties:
Lowest unoccupied orbital energy   -0.58 eV
Maximum force   11.4 eV/A
Relative energy (zero: lowest compared OMol25 entry of this formula, charge and spin)   10.720 eV
E_tot   -2397.3286 Ha
Orbital gap   7.00 eV

Results of the Löwdin charge analysis, in e, for atoms 1 through 4: C -0.06; C -0.29; O -0.10; H 0.06

---

Which formula does entry 3 have? C19H60N2O11